1.
Entry from OMol25: a structure of composition C30H39AsBrF6N2O3PSiTi in a non-equilibrium geometry (ωB97M-V with the def2-TZVPD basis set).

The expectation value of S² is 0.75. Its orbital gap (alpha / beta) is 7.0 / 7.0 eV. The relative energy (zero: lowest compared OMol25 entry of this formula, charge and spin) comes out at 395.7 kJ/mol.

Structure (ORCA input):
```
! wB97M-V def2-TZVPD RIJCOSX def2/J DEFGRID3
* xyz 1 2
Ti -0.5239 0.4767 0.4116
N 0.4637 3.8303 1.7427
C 1.1028 2.6749 1.9287
O 1.2051 1.8067 1.0536
C 1.6838 2.4493 3.3270
C 0.5379 1.9480 4.1043
H -0.0719 4.0019 0.9000
H 0.4237 4.5169 2.4781
H 2.0652 3.3940 3.7243
H 2.4825 1.7090 3.2592
H -0.2113 2.6288 4.4612
H 0.3892 0.8979 4.2694
C -0.6725 -3.9340 -3.2073
Si -1.8721 -3.8990 -1.7162
C -1.4150 -5.2365 -0.4321
C -3.6746 -4.0575 -2.2943
C -1.5607 -2.2606 -0.8715
C -1.2356 -1.2204 -0.3305
H -0.5223 -4.9472 -3.5656
H 0.3056 -3.5323 -2.9511
H -1.0646 -3.3556 -4.0390
H -1.5893 -6.2355 -0.8199
H -2.0161 -5.1294 0.4659
H -0.3697 -5.1813 -0.1402
H -3.7793 -4.8986 -2.9739
H -4.0064 -3.1670 -2.8208
H -4.3487 -4.2248 -1.4594
Br -6.8480 1.5802 4.9680
C -5.2529 2.1674 4.1237
C -5.0253 3.5306 3.9976
C -3.8644 3.9723 3.3866
C -2.9396 3.0647 2.9061
C -3.1777 1.6984 3.0278
C -4.3417 1.2438 3.6427
C -2.2380 0.7139 2.4307
O -2.5095 -0.4739 2.3260
O -1.1068 1.1765 1.9805
H -5.7602 4.2342 4.3560
H -3.6929 5.0311 3.2700
H -2.0408 3.4047 2.4150
H -4.5155 0.1812 3.7257
F -0.7096 2.2815 -0.5090
P -2.3021 2.3175 -1.2432
F -2.7425 1.2782 -0.0285
F -1.7820 0.9809 -2.0238
F -2.5859 3.5408 -0.2624
F -3.7221 2.2741 -1.8739
F -1.6516 3.2385 -2.3509
C 3.1257 -3.3826 4.1175
C 2.3095 -2.5278 3.2160
C 2.8939 -1.6199 2.3335
C 2.0966 -0.8289 1.5292
N 0.7609 -0.8794 1.5440
C 0.1893 -1.7688 2.3658
C 0.9180 -2.5950 3.2016
H 4.1086 -2.9505 4.2864
H 3.2603 -4.3691 3.6741
H 2.6197 -3.5222 5.0690
H 3.9670 -1.5321 2.2673
H 2.5542 -0.1144 0.8503
H -0.8963 -1.8134 2.3632
H 0.3938 -3.2901 3.8383
C 2.3970 -1.4107 -1.6853
As 1.1477 0.1415 -1.6188
C 0.3652 -0.1579 -3.3886
C 2.4070 1.6463 -2.1003
C 2.9524 1.5550 -3.4895
C 2.3260 2.2202 -4.5400
C 2.8216 2.1314 -5.8289
C 3.9571 1.3823 -6.0893
C 4.5863 0.7149 -5.0523
C 4.0889 0.7991 -3.7633
H 3.2942 -1.2582 -1.0829
H 2.6994 -1.5918 -2.7190
H 1.8700 -2.2928 -1.3123
H -0.0063 0.7806 -3.7959
H -0.4693 -0.8501 -3.2916
H 1.1127 -0.5634 -4.0697
H 3.2119 1.6633 -1.3580
H 1.8086 2.5569 -1.9842
H 1.4598 2.8347 -4.3379
H 2.3182 2.6476 -6.6314
H 4.3627 1.3272 -7.0874
H 5.4683 0.1224 -5.2488
H 4.6028 0.3044 -2.9498
*
```

***

2.
Entry from OMol25: a structure of composition C30H39BiN3O in a non-equilibrium geometry (ωB97M-V with the def2-TZVPD basis set).

Its orbital gap (alpha / beta) is 5.3 / 4.5 eV.

Structure (ORCA input):
```
! wB97M-V def2-TZVPD RIJCOSX def2/J DEFGRID3
* xyz -1 1
Bi -0.6812 -0.3568 -0.4370
N 0.4398 -3.0973 2.6514
N -0.1508 -2.9354 -2.0625
C 0.7652 2.1149 -0.3707
C 1.7048 1.0475 -0.1079
C 1.6485 0.7723 1.3099
C 2.4041 -0.2759 2.0404
H 3.3109 -0.5570 1.4872
H 1.8243 -1.2115 2.2155
H 2.7138 0.1076 3.0219
C 0.6661 1.6231 1.8860
C 0.2565 1.6191 3.3170
H 0.8121 2.4026 3.8639
H 0.4836 0.6542 3.8014
H -0.8208 1.8255 3.4394
C 0.1454 2.4709 0.8650
C -0.9180 3.4834 1.0604
H -1.7869 3.0722 1.6080
H -1.2736 3.8776 0.0986
H -0.5331 4.3345 1.6467
C 2.7490 0.5745 -1.0507
H 3.5554 1.3276 -1.0914
H 2.3833 0.4582 -2.0809
H 3.2076 -0.3736 -0.7441
C 0.5850 2.7908 -1.6740
H -0.4284 3.1850 -1.8204
H 0.7957 2.1378 -2.5298
H 1.2735 3.6430 -1.7524
C -0.3349 -3.7019 3.5512
H 0.0772 -3.5917 4.5525
C -1.4962 -4.3956 3.1931
H -2.0030 -4.9001 3.9954
C -1.9427 -4.4558 1.8514
H -2.8285 -5.0351 1.5923
C -1.2152 -3.7659 0.9045
H -1.4782 -3.6958 -0.1696
C -0.0587 -2.9182 1.4005
C 0.6895 -1.7457 0.8424
H 1.5859 -2.1597 0.2599
C -0.5801 -1.6526 -2.4012
C 0.5927 -3.3436 -3.0337
H 1.2211 -4.1326 -2.7460
C 0.3925 -2.5697 -4.2143
H 0.6313 -2.8856 -5.2559
N -0.3455 -1.4408 -3.8098
C -0.4750 -0.2108 -4.4405
C 0.5962 0.2234 -5.1965
C 0.4207 1.4337 -5.8961
H 1.2397 1.7799 -6.5327
C -0.7437 2.1856 -5.7461
C -0.9419 3.4492 -6.5440
H -1.4750 4.2015 -5.9466
H -1.5372 3.2552 -7.4513
H 0.0280 3.8582 -6.8556
C -1.7540 1.7584 -4.8657
H -2.6450 2.3726 -4.6926
C -1.6236 0.5248 -4.1962
C -2.7157 0.0770 -3.2762
H -3.0098 -0.9697 -3.3988
H -3.6048 0.6993 -3.4574
H -2.4525 0.2350 -2.2127
C 1.9159 -0.4628 -5.2142
H 1.8991 -1.4826 -5.6154
H 2.4145 -0.4812 -4.2310
H 2.5675 0.1111 -5.8776
C -3.2524 -1.0556 2.5862
C -4.0044 -0.8419 1.2832
O -3.3489 0.2385 0.5542
H -2.1644 -1.1598 2.4373
H -3.6253 -1.9454 3.1156
H -3.4105 -0.1863 3.2446
H -3.9942 -1.7470 0.6443
H -5.0546 -0.5625 1.5025
H -4.0277 0.6974 0.0449
*
```

***

3.
Entry from OMol25: a structure of composition C30H39CrN5O in a non-equilibrium geometry (ωB97M-V with the def2-TZVPD basis set).

The expectation value of S² is 3.86. Its orbital gap (alpha / beta) is 3.0 / 4.1 eV. The relative energy (zero: lowest compared OMol25 entry of this formula, charge and spin) comes out at 212.3 kJ/mol.

Structure (ORCA input):
```
! wB97M-V def2-TZVPD RIJCOSX def2/J DEFGRID3
* xyz -1 4
Cr -0.6850 -0.1777 0.5783
N -2.5119 0.7625 0.6018
N -1.8531 -0.8599 -2.0195
C 0.9577 -1.3188 1.2416
C -0.2403 -2.1226 1.2199
C -1.1691 -1.5603 2.1798
C -2.3686 -2.2561 2.7403
H -2.6128 -3.1857 2.2108
H -3.2563 -1.6147 2.6868
H -2.2155 -2.4969 3.8056
C -0.5515 -0.4077 2.7696
C -1.0340 0.2982 3.9800
H -1.1277 -0.3965 4.8224
H -2.0175 0.7597 3.8574
H -0.3223 1.0778 4.2558
C 0.7442 -0.2286 2.1656
C 1.7892 0.7308 2.5999
H 1.4054 1.7507 2.4705
H 2.7038 0.6216 2.0049
H 2.0508 0.5954 3.6593
C -0.4520 -3.3674 0.4365
H -0.9506 -4.1209 1.0546
H 0.4908 -3.7644 0.0453
H -1.1020 -3.1661 -0.4248
C 2.2333 -1.5549 0.5223
H 2.4168 -0.7220 -0.1684
H 2.2219 -2.4754 -0.0686
H 3.0750 -1.5886 1.2250
C -3.1015 1.6766 1.4090
H -2.7636 1.6991 2.4458
C -4.1350 2.4861 0.9401
H -4.6312 3.1731 1.6194
C -4.4907 2.4576 -0.4203
H -5.1405 3.2179 -0.8509
C -3.9965 1.4231 -1.1866
H -4.1939 1.3032 -2.2523
C -3.1865 0.4596 -0.5446
C -2.9630 -0.7733 -1.2315
H -3.6100 -1.6472 -1.1799
C -0.5986 -0.3659 -1.5999
C -1.7868 -1.3745 -3.3289
H -2.6164 -1.8128 -3.8475
C -0.5402 -1.1549 -3.7451
H -0.0942 -1.3838 -4.6907
N 0.2220 -0.7216 -2.6568
C 1.6285 -0.9397 -2.6806
C 2.0905 -2.2155 -3.0659
C 3.4628 -2.4402 -3.1980
H 3.8185 -3.4403 -3.4669
C 4.3889 -1.4218 -2.9796
C 5.8490 -1.6864 -3.2059
H 6.4426 -1.4675 -2.3135
H 6.2574 -1.0797 -4.0224
H 6.0004 -2.7388 -3.4651
C 3.9050 -0.1707 -2.5900
H 4.6173 0.6260 -2.3816
C 2.5349 0.0995 -2.4568
C 2.0599 1.4587 -2.0842
H 1.4874 1.9467 -2.8822
H 2.9412 2.0757 -1.8862
H 1.4343 1.4468 -1.1816
C 1.1461 -3.3651 -3.2502
H 0.5618 -3.3039 -4.1830
H 0.4453 -3.4716 -2.4011
H 1.7371 -4.2906 -3.3069
C -1.5565 3.8146 4.0296
N -1.3707 4.4823 2.7574
C -0.6276 3.9439 1.7447
N -0.3070 4.8392 0.7568
O -0.3102 2.7441 1.6798
H -0.5822 3.6528 4.5250
H -2.0306 2.8372 3.8732
H -2.2007 4.4218 4.6786
H -1.7617 5.4094 2.6105
H 0.3685 4.5319 0.0755
H -0.4222 5.8273 0.9389
*
```

***

| no. | energy (a.u.) |
| --- | --- |
| 1 | -8391.16123 |
| 2 | -1620.44804 |
| 3 | -2559.92532 |